[1]
This record from the Open Molecules 2025 dataset describes the ion C8H22NOSi with charge +1. The level of theory is ωB97M-V/def2-TZVPD.

The energy is -737.2341 a.u. As for the total charge: +1. As for the energy relative to the best compared isomer or geometry (same formula, charge and spin): 154.2 kJ/mol. Its SMILES is CC[C@H]([NH3+])[Si](CC)(CC)OC. The LUMO energy is -3.207 eV. For the orbital gap, the calculation gives 10.00 eV. The HOMO energy is -13.2100 eV.

Cartesian coordinates (Å):
C: 2.657 -1.588 -0.004
C: 2.488 -0.092 -0.125
C: 1.177 0.193 -0.894
N: 1.080 1.595 -1.381
Si: -0.607 -0.143 -0.139
C: -0.519 0.648 1.584
C: -0.211 2.127 1.699
C: -1.842 0.482 -1.431
C: -3.165 0.108 -0.871
O: -0.914 -1.690 0.120
C: -0.791 -2.814 0.921
H: 2.329 -2.154 -0.791
H: 3.759 -1.554 0.103
H: 2.212 -1.910 0.858
H: 2.460 0.492 0.759
H: 3.315 0.381 -0.656
H: 1.216 -0.405 -1.886
H: 1.974 1.952 -1.683
H: 0.463 1.870 -2.119
H: 0.681 2.302 -0.689
H: -1.665 0.474 1.962
H: 0.141 0.133 2.222
H: 0.689 2.301 1.004
H: -1.037 2.903 1.581
H: 0.103 2.334 2.798
H: -1.752 1.491 -1.680
H: -1.679 0.005 -2.397
H: -3.157 -0.973 -0.850
H: -3.299 0.441 0.151
H: -3.960 0.445 -1.444
H: -0.348 -3.667 0.402
H: -1.757 -3.202 1.176
H: -0.041 -2.486 1.699

Results of the Löwdin charge analysis, in e, for atoms 1 through 2:
1 C -0.05
2 C -0.23



[2]
This record from the Open Molecules 2025 dataset describes a structure of composition C50H55AuN5O4PSTe. The level of theory is ωB97M-V/def2-TZVPD.

The energy is -3656.1997 a.u. As for the multiplicity: 2. As for the total charge: +1. As for the energy relative to the best compared isomer or geometry (same formula, charge and spin): 0.0 kJ/mol. The LUMO energy (spin up / spin down) is -2.880 / -3.729 eV. For the orbital gap (spin up / spin down), the calculation gives 7.09 / 6.23 eV. The HOMO energy (spin up / spin down) is -9.9673 / -9.9589 eV.

Cartesian coordinates (Å):
Au: -0.824 -0.527 -2.666
C: -3.929 2.211 -5.734
N: -3.846 2.235 -4.283
C: -4.377 3.201 -3.457
C: -4.076 2.865 -2.198
N: -3.360 1.659 -2.232
C: -3.225 1.291 -3.547
S: -2.563 -0.076 -4.284
C: -2.947 0.995 -1.043
C: -3.242 1.607 0.158
C: -3.046 0.910 1.336
C: -2.602 -0.386 1.280
C: -2.229 -0.927 0.046
N: -2.320 -0.210 -1.102
H: -4.414 3.126 -6.063
H: -4.508 1.350 -6.065
H: -2.930 2.144 -6.161
H: -4.926 4.045 -3.831
H: -4.332 3.381 -1.298
H: -3.619 2.613 0.196
H: -3.258 1.373 2.289
H: -2.546 -0.996 2.169
H: -1.306 -2.402 1.033
C: -1.641 6.241 -3.328
C: -1.188 5.013 -2.585
C: -1.330 4.948 -1.205
C: -0.862 3.853 -0.492
C: -0.265 2.804 -1.165
C: -0.111 2.855 -2.549
N: 0.530 1.768 -3.186
C: 1.900 1.514 -3.044
C: 2.717 2.363 -2.285
C: 4.088 2.188 -2.258
C: 4.686 1.185 -3.010
C: 3.879 0.322 -3.726
C: 2.488 0.429 -3.715
C: 1.722 -0.695 -4.382
O: 2.336 -1.603 -4.908
O: 0.413 -0.670 -4.347
C: -0.569 3.959 -3.275
C: -0.318 4.095 -4.754
H: -2.119 6.947 -2.651
H: -2.348 5.999 -4.123
H: -0.795 6.746 -3.798
H: -1.793 5.776 -0.681
H: -0.957 3.825 0.586
H: 0.101 1.932 -0.635
H: 0.178 1.493 -4.090
H: 2.276 3.191 -1.750
H: 4.695 2.866 -1.670
H: 5.761 1.072 -3.024
H: 4.306 -0.487 -4.302
H: 0.033 3.175 -5.214
H: 0.444 4.856 -4.934
H: -1.214 4.420 -5.283
C: 3.154 -0.334 0.056
P: 2.227 -1.599 -0.831
C: 3.357 -2.182 -2.097
C: 2.035 -3.024 0.249
O: 0.921 -1.021 -1.320
H: 3.985 -0.777 0.604
H: 2.494 0.185 0.749
H: 3.541 0.378 -0.677
H: 4.133 -2.774 -1.609
H: 3.812 -1.340 -2.613
H: 2.832 -2.796 -2.829
H: 2.951 -3.181 0.819
H: 1.834 -3.902 -0.364
H: 1.199 -2.901 0.931
C: 1.696 1.791 8.915
C: 1.447 1.158 7.574
C: 0.459 0.203 7.399
C: 0.206 -0.381 6.160
C: -0.878 -1.418 6.064
C: 0.982 0.014 5.065
Te: 0.584 -0.772 3.137
N: -1.703 -2.209 0.121
C: -1.528 -3.338 -0.697
O: -0.800 -4.202 -0.270
C: -2.342 -3.553 -1.923
C: -3.728 -3.432 -1.868
C: -4.492 -3.827 -2.953
C: -3.874 -4.312 -4.099
C: -2.492 -4.422 -4.158
C: -1.724 -4.072 -3.058
C: 0.877 -2.822 3.572
C: -0.197 -3.684 3.375
C: -0.039 -5.057 3.498
C: 1.201 -5.566 3.845
C: 2.263 -4.704 4.074
C: 2.132 -3.325 3.933
C: 3.320 -2.436 4.163
C: 1.994 0.974 5.214
C: 2.870 1.426 4.074
C: 2.208 1.524 6.470
H: 0.909 1.541 9.624
H: 1.748 2.876 8.826
H: 2.647 1.451 9.330
H: -0.147 -0.096 8.246
H: -1.513 -1.388 6.948
H: -0.454 -2.420 5.985
H: -1.501 -1.261 5.182
H: -4.206 -3.057 -0.970
H: -5.571 -3.761 -2.905
H: -4.476 -4.602 -4.950
H: -2.009 -4.781 -5.056
H: -0.650 -4.204 -3.075
H: -1.177 -3.283 3.142
H: -0.877 -5.717 3.322
H: 1.344 -6.634 3.938
H: 3.228 -5.109 4.356
H: 4.233 -3.024 4.249
H: 3.202 -1.854 5.080
H: 3.438 -1.726 3.341
H: 2.291 1.674 3.185
H: 3.581 0.644 3.796
H: 3.439 2.309 4.362
H: 2.991 2.266 6.589

Results of the Löwdin charge analysis, in e, for atoms 1 through 2:
1 Au 0.94
2 C -0.03



[3]
This record from the Open Molecules 2025 dataset describes a cluster of 2 separate species, CH3N3S in total. The level of theory is ωB97M-V/def2-TZVPD.

The energy is -602.1360 a.u. As for the multiplicity: 3. As for the total charge: 0. As for the energy relative to the best compared isomer or geometry (same formula, charge and spin): 170.1 kJ/mol. The LUMO energy (spin up / spin down) is 0.705 / -2.090 eV. For the orbital gap (spin up / spin down), the calculation gives 6.55 / 7.60 eV. The HOMO energy (spin up / spin down) is -5.8476 / -9.6943 eV.

Cartesian coordinates (Å):
C: 0.043 0.193 1.091
N: -1.426 -0.361 -1.032
N: -0.707 -0.802 -1.791
N: 1.227 0.679 1.159
S: 0.241 -1.290 -2.865
H: -0.763 0.749 0.930
H: -0.137 -0.861 1.487
H: 1.522 1.693 1.021

Results of the Löwdin charge analysis, in e, for atoms 1 through 2:
1 C -0.26
2 N 0.16